Entry 1:
C15H18N2O2 | ωB97M-V/def2-TZVPD

Its spin multiplicity is 1. The frontier orbital gap comes out at 8.1 eV. As for the energy above the lowest of the compared OMol25 structures with the same formula, charge and spin: 204.4 kJ/mol. The SMILES is COc1cc(N)ccc1Cc1ccc(N)cc1OC. The total energy comes out at -842.375074 Eh.

Each line ends with the natural charge from an NBO analysis.
Cartesian coordinates (Å):
C1 -1.87824 -3.23954 -0.03975  -0.249
O1 -1.32118 -2.11179 -0.65985  -0.516
C2 -1.85185 -0.88115 -0.38594  0.401
C3 -2.94340 -0.67933 0.44359  -0.383
C4 -3.44321 0.60396 0.66417  0.197
N1 -4.58175 0.78042 1.43613  -0.804
C5 -2.83146 1.68452 0.03946  -0.309
C6 -1.74146 1.47576 -0.78490  -0.149
C7 -1.23141 0.21042 -1.01164  -0.120
C8 -0.01560 -0.00331 -1.87569  -0.421
C9 1.20177 -0.21592 -1.01356  -0.099
C10 1.71243 -1.48103 -0.78637  -0.149
C11 2.80838 -1.68824 0.03054  -0.304
C12 3.42493 -0.60660 0.64863  0.172
N2 4.47786 -0.79705 1.53118  -0.802
C13 2.92710 0.67684 0.42446  -0.323
C14 1.82565 0.87636 -0.39255  0.326
O2 1.29521 2.10723 -0.66711  -0.504
C15 1.83699 3.23249 -0.02939  -0.248
H1 -1.29445 -4.08970 -0.39122  0.197
H2 -2.92713 -3.38313 -0.32257  0.175
H3 -1.80164 -3.17997 1.05139  0.176
H4 -3.43238 -1.50811 0.93310  0.208
H5 -4.71397 1.70950 1.80343  0.378
H6 -4.77740 0.04898 2.10132  0.375
H7 -3.21384 2.68209 0.20040  0.202
H8 -1.26654 2.31939 -1.26160  0.214
H9 0.13408 0.87475 -2.50535  0.222
H10 -0.16681 -0.88235 -2.50360  0.222
H11 1.23643 -2.32512 -1.26110  0.214
H12 3.18965 -2.68592 0.19339  0.202
H13 4.98106 -1.66322 1.42058  0.378
H14 5.07393 0.00201 1.67985  0.375
H15 3.42045 1.50689 0.90752  0.201
H16 1.77045 3.15027 1.06079  0.177
H17 1.23619 4.07890 -0.36069  0.197
H18 2.88114 3.40070 -0.31705  0.173

Entry 2:
C15H18N2O2S | ωB97M-V/def2-TZVPD

Its spin multiplicity is 1. The frontier orbital gap comes out at 7.8 eV. As for the energy above the lowest of the compared OMol25 structures with the same formula, charge and spin: 1147.8 kJ/mol. The SMILES is CCc1ccc(OCCCC(=O)Nc2nccs2)cc1. The total energy comes out at -1240.177100 Eh.

Each line ends with the natural charge from an NBO analysis.
Cartesian coordinates (Å):
C1 6.47655 -0.52091 -0.33631  -0.615
C2 5.55219 -0.94037 0.64059  -0.478
C3 4.06291 -0.41633 0.55468  0.051
C4 3.10939 -1.33676 0.12188  -0.232
C5 1.88676 -0.79126 -0.47473  -0.333
C6 1.45918 0.52319 -0.20752  0.326
O1 0.29340 1.09091 -0.32989  -0.494
C7 -0.72891 0.12744 -1.01353  -0.067
C8 -2.09002 0.89833 -0.87818  -0.417
C9 -2.47061 1.22296 0.42973  -0.533
C10 -3.85358 2.05154 0.33546  0.701
O2 -3.84434 3.41159 0.16592  -0.652
N1 -4.98614 1.36886 0.25548  -0.623
C11 -5.16906 -0.03438 0.09602  0.239
N2 -4.32622 -0.83508 0.42234  -0.517
C12 -4.73711 -2.06643 0.35351  0.013
C13 -6.14459 -2.20673 0.40916  -0.385
S1 -6.77136 -0.50645 -0.10699  0.344
C14 2.47182 1.34687 0.42486  -0.229
C15 3.65466 1.18095 0.75227  -0.147
H1 6.21322 -1.09003 -1.28247  0.186
H2 7.60476 -0.74412 -0.23726  0.221
H3 6.48836 0.50272 -0.70729  0.223
H4 5.94416 -0.19758 1.47414  0.190
H5 5.54090 -1.80529 1.31203  0.246
H6 3.53196 -2.03029 -0.19819  0.161
H7 1.19232 -1.59764 -0.77304  0.200
H8 -0.83824 -0.67508 -0.19678  0.179
H9 -0.44065 -0.35466 -1.89845  0.208
H10 -1.84291 1.91483 -1.68565  0.230
H11 -2.79825 0.26253 -1.59565  0.225
H12 -2.70086 0.47758 1.13228  0.252
H13 -1.73916 2.03296 0.87175  0.265
H14 -5.77192 2.02643 0.01826  0.431
H15 -4.04774 -3.20027 0.36330  0.228
H16 -6.62643 -3.10013 0.22997  0.222
H17 2.13752 2.22587 0.50204  0.192
H18 4.30804 1.78421 1.05625  0.187

Number 1: LUMO 0.0326 hartree. Number 2: LUMO 0.0017 hartree.